Entry 1:
70
Properties=species:S:1:pos:R:3:forces:R:3:mulliken_charge:R:1 method="wB97M-V/def2-TZVPD" gap_ev=8.19 charge=+2 de_lowest_ev=0.662 energy_ev=-121803.2268 homo_energy_ev=-14.3
Be 0.182 -0.680 -0.120 -0.152 -0.059 -0.009 -1.52
O -0.033 -1.564 -1.313 0.276 -0.210 -0.222 0.57
S -0.367 -2.266 -2.638 -0.274 0.198 -0.151 0.02
C -2.154 -1.984 -2.777 0.098 0.072 0.120 -0.82
C -2.541 -0.510 -2.611 -0.084 -0.036 0.074 0.47
C -3.736 -0.295 -1.679 0.147 -0.029 -0.094 -1.25
C -3.445 -0.494 -0.199 0.010 0.096 -0.099 -0.88
S -2.355 0.705 0.646 -0.125 -0.238 -0.083 0.19
O -0.920 0.295 0.273 -0.027 0.429 0.000 0.56
C -2.666 2.214 -0.223 -0.037 -0.023 0.158 0.51
C -1.859 2.680 -1.247 0.106 -0.088 -0.060 0.12
C -2.208 3.866 -1.873 0.004 0.038 -0.019 -0.82
C -3.341 4.565 -1.471 0.020 -0.021 -0.006 -0.51
C -4.124 4.095 -0.423 -0.010 0.048 -0.031 -0.65
C -3.782 2.916 0.218 -0.049 -0.088 0.056 -0.53
C 0.175 -1.167 -3.930 0.220 -0.133 0.106 0.80
C 0.639 0.110 -3.669 0.020 0.002 0.090 0.15
C 1.075 0.890 -4.729 -0.006 0.019 -0.064 -0.83
C 1.058 0.379 -6.022 0.010 0.028 0.022 -0.51
C 0.600 -0.909 -6.265 -0.021 0.020 -0.026 -0.67
C 0.159 -1.697 -5.214 -0.050 -0.115 0.025 -0.71
H -2.601 -2.635 -2.022 0.045 -0.023 -0.033 0.52
H -2.421 -2.379 -3.759 0.002 -0.071 0.040 0.57
H -2.776 -0.086 -3.586 0.046 -0.006 -0.031 0.57
H -1.689 0.049 -2.228 0.018 0.083 -0.033 -0.71
H -4.537 -0.990 -1.944 -0.045 0.033 0.031 0.50
H -4.134 0.707 -1.841 -0.036 0.017 0.026 0.41
H -2.968 -1.455 0.015 -0.032 0.009 0.100 0.54
H -4.370 -0.448 0.380 0.050 -0.006 0.062 0.61
H -0.963 2.146 -1.538 -0.057 0.004 0.011 0.30
H -1.590 4.248 -2.676 -0.028 0.010 0.034 0.45
H -3.604 5.489 -1.968 -0.001 -0.012 0.021 0.43
H -4.989 4.655 -0.095 0.015 -0.020 -0.015 0.45
H -4.375 2.548 1.051 0.027 0.057 -0.046 0.43
H 0.687 0.486 -2.654 -0.013 0.021 -0.017 0.14
H 1.435 1.894 -4.548 0.029 -0.044 0.004 0.45
H 1.422 0.986 -6.842 -0.039 -0.022 0.022 0.43
H 0.599 -1.308 -7.271 0.002 0.012 0.039 0.43
H -0.182 -2.713 -5.390 0.069 0.049 -0.025 0.46
Ge 0.939 -0.586 3.061 -0.376 0.038 -0.472 0.83
C 1.578 -2.325 3.548 0.025 0.514 0.009 0.52
C 2.930 -2.669 3.594 -0.036 -0.071 0.091 -0.10
C 3.290 -3.952 3.974 0.089 -0.009 -0.001 -0.79
C 2.312 -4.877 4.319 -0.090 0.004 -0.005 -0.47
C 0.968 -4.528 4.287 0.005 -0.058 0.015 -0.65
C 0.595 -3.250 3.900 0.122 -0.040 -0.018 -0.45
C 1.470 1.221 3.387 0.051 -0.478 0.060 0.45
C 0.429 2.130 3.581 0.134 0.042 -0.008 -0.26
C 0.724 3.452 3.879 -0.005 0.043 0.001 -0.74
C 2.049 3.857 3.985 -0.090 -0.002 -0.009 -0.46
C 3.084 2.949 3.788 0.078 0.031 -0.003 -0.75
C 2.801 1.626 3.494 -0.052 0.079 0.028 -0.12
H -0.590 -0.645 2.861 0.064 -0.023 0.143 -0.39
H 3.695 -1.944 3.349 0.022 -0.014 0.017 0.46
H 4.336 -4.228 4.012 -0.032 0.003 0.003 0.43
H 2.598 -5.876 4.624 0.010 0.030 -0.009 0.42
H 0.211 -5.248 4.569 0.025 -0.001 0.001 0.41
H -0.452 -2.973 3.884 -0.026 -0.038 -0.004 0.31
H -0.603 1.804 3.514 -0.022 0.036 0.011 0.40
H -0.076 4.162 4.036 0.024 -0.002 0.016 0.41
H 2.274 4.887 4.232 0.017 -0.040 -0.026 0.42
H 4.113 3.276 3.871 -0.038 -0.015 0.011 0.43
H 3.608 0.920 3.347 0.006 0.013 0.020 0.38
O 1.331 -0.697 0.957 0.048 -0.348 0.172 0.89
N 2.679 -0.720 1.118 0.275 0.380 0.122 -0.25
C 3.472 -1.247 0.274 0.259 -0.342 -0.148 1.22
C 4.871 -1.166 0.622 0.196 0.150 0.068 -0.40
N 5.989 -1.079 0.874 -0.265 -0.068 -0.026 -0.33
C 3.168 -1.989 -0.922 -0.455 0.125 0.087 -0.13
N 2.908 -2.628 -1.838 -0.094 0.061 -0.121 -0.36

Entry 2:
78
Properties=species:S:1:pos:R:3:forces:R:3:mulliken_charge:R:1 method="wB97M-V/def2-TZVPD" gap_ev=6.93 charge=+2 energy_ev=-132070.4100 homo_energy_ev=-13.2
Pb -0.220 0.553 -0.027 0.142 -0.241 -0.214 1.14
C -0.634 -0.701 2.995 0.057 -0.002 0.058 -0.96
C -0.446 0.687 3.630 -0.054 0.066 -0.124 -0.96
C 0.624 1.659 3.159 0.028 0.033 -0.021 0.50
C 1.436 2.249 4.123 0.029 -0.013 0.055 -0.94
C 2.330 3.243 3.764 0.042 0.020 -0.023 -0.60
C 2.399 3.640 2.438 0.016 0.016 0.015 -0.92
C 1.584 2.994 1.530 0.037 -0.133 -0.002 -0.49
N 0.727 2.025 1.872 -0.121 0.130 0.233 0.46
N -1.472 -0.825 1.781 -0.084 0.184 0.134 0.55
C -1.414 -2.226 1.319 -0.018 0.082 0.040 -0.41
C -2.065 -2.396 -0.026 -0.048 -0.056 0.055 -0.03
C -3.279 -3.051 -0.173 0.046 -0.082 -0.021 -0.78
C -3.838 -3.159 -1.438 0.047 0.038 -0.097 -0.63
C -3.169 -2.594 -2.513 -0.008 -0.058 0.058 -0.94
C -1.968 -1.949 -2.270 -0.061 -0.032 0.003 -0.28
N -1.412 -1.856 -1.061 -0.108 0.083 -0.121 0.71
C -2.841 -0.340 1.972 0.072 0.000 -0.102 -0.93
C -2.968 1.154 1.792 0.092 -0.015 -0.027 0.13
C -3.975 1.867 2.424 -0.052 -0.001 0.033 -1.04
C -4.096 3.224 2.181 -0.012 0.004 -0.007 -0.54
C -3.202 3.837 1.312 -0.027 0.024 0.034 -1.03
C -2.229 3.060 0.723 0.039 -0.087 -0.067 -0.41
N -2.114 1.745 0.956 0.025 0.138 0.044 1.03
H -1.082 -1.332 3.772 0.035 -0.051 -0.010 0.55
H 0.340 -1.139 2.759 0.005 0.044 -0.008 0.03
H -0.224 0.489 4.678 -0.012 -0.002 0.022 0.57
H -1.397 1.225 3.642 -0.008 -0.006 0.030 0.32
H 1.357 1.937 5.156 -0.008 0.002 -0.015 0.51
H 2.963 3.705 4.511 -0.025 0.000 0.000 0.44
H 3.066 4.426 2.113 -0.002 -0.019 0.003 0.49
H 1.621 3.253 0.475 -0.005 -0.008 0.014 0.56
H -1.863 -2.913 2.045 -0.001 0.055 0.065 0.54
H -0.353 -2.472 1.234 -0.012 -0.111 -0.007 0.00
H -3.772 -3.483 0.689 0.026 0.028 -0.013 0.57
H -4.780 -3.672 -1.581 0.010 0.011 0.002 0.46
H -3.565 -2.649 -3.517 -0.005 0.025 0.010 0.49
H -1.430 -1.474 -3.086 -0.009 0.044 -0.027 0.37
H -3.253 -0.649 2.940 0.012 0.031 0.026 0.32
H -3.467 -0.785 1.197 -0.041 -0.102 0.021 0.43
H -4.651 1.359 3.099 0.004 0.012 -0.004 0.55
H -4.876 3.798 2.663 0.011 -0.006 -0.005 0.46
H -3.259 4.894 1.095 -0.004 -0.018 -0.006 0.51
H -1.521 3.489 0.023 0.001 -0.013 0.029 0.48
Cl -3.515 1.118 -1.762 0.016 0.004 -0.063 -0.18
C -2.142 1.702 -2.674 -0.071 -0.095 -0.055 0.99
C -0.867 1.492 -2.175 -0.065 0.109 0.190 -1.55
C 0.168 1.884 -2.997 0.066 0.012 -0.051 0.80
Cl 1.840 1.643 -2.434 -0.018 0.183 0.114 -0.14
C 0.001 2.462 -4.253 0.050 -0.013 -0.015 -0.40
Cl 1.347 2.867 -5.238 -0.021 0.016 -0.001 -0.16
C -1.299 2.702 -4.696 0.017 0.000 0.034 0.59
Cl -1.562 3.450 -6.209 0.002 -0.003 -0.025 -0.15
C -2.384 2.321 -3.900 -0.030 -0.028 0.022 -0.08
Cl -3.981 2.610 -4.446 -0.012 -0.013 -0.011 -0.16
C 1.474 -3.664 -2.369 -0.074 0.000 -0.047 -1.22
Te 1.579 -1.566 -2.332 -0.002 -0.488 0.125 1.14
C 3.001 -1.495 -3.879 0.008 0.067 0.012 -1.20
H 0.765 -3.947 -3.148 0.028 -0.002 -0.002 0.52
H 1.113 -3.997 -1.400 -0.033 0.032 0.006 0.28
H 2.461 -4.070 -2.577 0.019 -0.016 0.019 0.49
H 3.796 -2.222 -3.756 0.008 -0.017 0.066 0.43
H 3.376 -0.485 -4.011 -0.016 0.017 0.024 0.35
H 2.362 -1.772 -4.726 0.079 0.026 -0.017 0.50
C 3.673 -0.328 1.055 -0.059 0.087 0.041 -1.91
C 3.573 -1.524 0.123 0.071 -0.119 0.050 1.20
O 2.314 -1.475 -0.539 0.148 0.217 -0.371 0.12
C 3.548 -2.842 0.935 0.023 0.092 0.049 0.41
F 3.267 -3.897 0.166 -0.004 -0.025 -0.074 -0.22
F 2.583 -2.764 1.867 -0.006 -0.033 0.000 -0.19
F 4.709 -3.051 1.542 -0.012 -0.014 0.042 -0.24
C 4.766 -1.495 -0.852 -0.168 0.051 -0.071 0.22
F 4.610 -0.441 -1.682 -0.015 -0.025 -0.009 -0.22
F 4.817 -2.598 -1.614 -0.045 -0.002 -0.048 -0.23
F 5.918 -1.360 -0.227 0.052 -0.036 0.013 -0.23
H 2.882 -0.376 1.801 -0.016 0.016 -0.038 0.25
H 3.558 0.587 0.475 0.046 -0.014 -0.003 0.45
H 4.637 -0.316 1.560 -0.014 0.002 0.028 0.49

Entry 3:
70
Properties=species:S:1:pos:R:3:forces:R:3:mulliken_charge:R:1 method="wB97M-V/def2-TZVPD" gap_ev="7.63 / 5.55" charge=+3 spin_multiplicity=2 energy_ev=-62621.9843 homo_energy_ev="-16.0 / -16.2"
Ir -0.017 -0.157 0.172 -0.965 -1.454 -3.082 3.81
C 0.060 -2.801 1.668 -0.017 -0.115 0.046 -1.46
N -0.039 -2.235 0.275 -0.129 -0.468 0.326 0.10
C -1.325 -2.636 -0.379 0.013 -0.249 0.196 -1.40
C -2.425 -1.660 -0.092 0.147 -0.007 -0.115 1.37
C -3.764 -2.008 -0.137 0.169 -0.080 -0.028 -0.85
C -4.728 -1.029 0.005 -0.059 0.085 0.023 -0.55
C -4.323 0.287 0.191 -0.050 -0.023 -0.045 -1.17
C -2.976 0.564 0.236 0.157 -0.261 0.053 -0.25
N -2.032 -0.387 0.094 -0.772 0.715 0.475 1.33
C 1.110 -2.807 -0.500 -0.126 -0.225 -0.096 -1.48
C 2.352 -1.989 -0.316 -0.283 -0.073 -0.200 0.82
C 3.624 -2.530 -0.284 -0.113 0.051 -0.062 -1.05
C 4.710 -1.669 -0.319 0.053 0.026 0.020 -0.57
C 4.485 -0.302 -0.399 0.006 -0.045 -0.055 -1.16
C 3.182 0.154 -0.382 -0.095 -0.077 0.062 0.00
N 2.127 -0.669 -0.327 0.143 0.651 0.611 -0.07
C -0.509 -1.916 2.745 0.040 -0.101 -0.339 0.38
C -0.699 -2.363 4.047 -0.037 0.044 -0.154 -1.16
C -1.154 -1.458 4.987 -0.022 0.089 0.024 -0.52
C -1.423 -0.146 4.596 -0.033 -0.092 0.027 -0.95
C -1.214 0.205 3.282 -0.069 -0.077 -0.112 -0.34
N -0.758 -0.669 2.373 0.647 0.491 0.340 0.30
H 1.118 -2.982 1.871 -0.004 0.104 0.038 0.68
H -0.431 -3.777 1.687 0.080 -0.002 -0.052 0.63
H -1.598 -3.652 -0.088 -0.042 0.033 0.016 0.61
H -1.166 -2.633 -1.458 0.004 0.032 0.043 -0.01
H -4.040 -3.042 -0.292 0.003 -0.022 0.014 0.56
H -5.778 -1.284 -0.027 -0.011 0.002 0.005 0.50
H -5.041 1.086 0.310 0.002 0.011 0.001 0.54
H -2.641 1.574 0.408 -0.031 0.056 0.076 0.41
H 0.835 -2.785 -1.556 0.068 0.064 0.001 0.42
H 1.264 -3.852 -0.223 -0.036 0.021 -0.009 0.54
H 3.760 -3.602 -0.256 0.000 -0.022 -0.002 0.56
H 5.718 -2.060 -0.295 0.013 0.004 -0.017 0.49
H 5.303 0.400 -0.463 0.011 0.015 0.010 0.53
H 2.967 1.213 -0.404 0.032 0.033 0.093 0.19
H -0.487 -3.390 4.311 0.002 -0.024 0.014 0.59
H -1.304 -1.765 6.013 -0.008 0.002 0.014 0.49
H -1.790 0.584 5.302 -0.018 0.008 0.019 0.51
H -1.421 1.207 2.927 0.076 0.031 0.041 0.38
I -2.502 3.580 -6.015 -0.208 0.352 -0.380 0.42
C -1.830 2.277 -4.654 0.275 -0.433 0.519 -0.44
C -2.068 0.889 -4.810 0.043 0.316 0.023 -0.29
C -1.592 -0.010 -3.899 0.167 0.269 0.115 -0.46
I -1.972 -2.012 -4.163 0.014 -0.220 0.010 0.21
C -0.825 0.457 -2.766 -0.179 0.641 -0.092 -0.27
O -0.385 -0.356 -1.903 0.825 -0.886 0.764 -0.13
C -0.576 1.869 -2.627 -0.049 -0.239 0.084 0.27
C 0.365 2.312 -1.549 -0.097 0.079 0.074 -1.02
N -0.014 1.926 -0.148 0.264 0.602 0.453 -0.58
C 0.781 2.832 0.778 -0.025 -0.061 0.054 -1.08
C 1.432 2.148 1.958 -0.223 -0.150 -0.131 0.35
C 2.020 2.881 2.985 -0.135 0.034 -0.167 -1.04
C 2.667 2.194 3.993 0.026 -0.087 0.021 -0.61
C 2.711 0.803 3.942 0.039 0.029 0.090 -1.06
C 2.094 0.163 2.892 -0.002 0.238 -0.192 -0.36
N 1.458 0.823 1.910 0.609 0.269 0.963 0.39
C -1.078 2.749 -3.535 -0.166 -0.166 -0.210 -0.36
H -2.638 0.547 -5.663 -0.011 0.002 -0.014 0.43
H 0.450 3.399 -1.581 -0.015 -0.013 -0.087 0.86
H 1.359 1.895 -1.720 -0.010 -0.009 -0.051 0.30
H -0.988 2.178 -0.019 0.050 0.305 -0.142 0.20
H 0.132 3.648 1.104 0.030 -0.028 0.010 0.57
H 1.572 3.291 0.182 -0.019 -0.004 0.017 0.52
H 1.970 3.961 2.985 0.008 0.029 0.020 0.58
H 3.137 2.731 4.805 0.008 0.005 0.021 0.47
H 3.218 0.230 4.706 0.019 0.009 0.019 0.53
H 2.113 -0.916 2.807 -0.010 -0.053 0.027 0.36
H -0.891 3.810 -3.435 0.025 0.021 -0.036 0.50